Record 1
24
Properties=species:S:1:pos:R:3:forces:R:3:lowdin_charge:R:1 method="wB97M-V/def2-TZVPD" smiles="NC=C(N)N.CC1CC1" energy_ev=-10933.6477 homo_ha=-0.2418 homo_lumo_gap_ev=7.63 de_lowest_kcal_mol=52.2
N 0.3270 0.5205 1.8078 -3.0 -1.1 -0.9 -0.001
C 1.3654 0.9813 0.9989 0.6 0.7 -1.3 -0.237
C 1.1578 1.8492 -0.0131 0.4 -0.3 1.1 -0.502
N -0.1110 2.3993 -0.2664 0.1 0.0 -0.1 0.098
N 2.1476 2.1839 -0.9487 0.0 -0.1 -0.4 0.073
H 0.5990 -0.3209 2.3047 0.0 0.2 0.0 0.061
H -0.5197 0.1962 1.1527 2.5 1.0 1.9 0.076
H 2.3526 0.5631 1.1516 0.1 0.1 0.0 0.101
H -0.0753 3.2031 -0.8802 -0.1 -0.1 0.1 0.077
H -0.6041 2.6147 0.5915 0.0 0.0 0.0 0.085
H 3.0618 1.8287 -0.7027 -0.1 0.1 0.0 0.081
H 2.1907 3.1670 -1.1803 0.1 0.0 0.2 0.074
C -1.3920 -2.2016 0.9859 0.5 0.4 0.1 -0.098
C -1.2968 -1.1426 -0.0926 0.8 -0.7 -2.1 -0.328
C -1.1813 -1.6860 -1.4981 0.1 -0.3 -0.3 -0.182
C 0.0341 -0.9419 -1.0700 -2.1 0.0 1.6 -0.076
H -0.5488 -2.8867 0.9221 0.0 -0.1 0.0 0.080
H -2.3153 -2.7740 0.9017 0.0 0.0 -0.1 0.076
H -1.3844 -1.7548 1.9777 0.1 0.0 0.2 0.059
H -2.0561 -0.3688 -0.0129 0.5 0.3 0.0 0.121
H -1.0844 -2.7599 -1.6115 -0.1 -0.1 0.1 0.100
H -1.7941 -1.2337 -2.2665 0.0 0.0 0.0 0.098
H 0.2060 0.0311 -1.5027 -0.1 0.1 0.2 0.069
H 0.9211 -1.4673 -0.7487 -0.1 -0.2 0.0 0.095

Record 2
24
Properties=species:S:1:pos:R:3:forces:R:3:lowdin_charge:R:1 method="wB97M-V/def2-TZVPD" energy_ev=-10933.1305 homo_ha=-0.3021 homo_lumo_gap_ev=9.22 de_lowest_kcal_mol=64.1
H -3.5751 0.3584 0.1102 0.5 0.5 -0.2 0.064
N -2.6368 0.3076 0.5173 0.7 -1.0 0.3 0.117
C -1.7110 0.0354 -0.2974 1.0 -1.1 1.5 -0.300
C -1.8855 0.0992 -1.7879 0.6 -0.4 -0.2 -0.056
N -0.2607 -0.6059 0.3117 -5.0 1.2 -1.8 -0.077
C -0.4456 -0.9750 1.6984 -1.0 -0.5 1.0 -0.131
C 0.8150 0.1510 -0.1309 4.5 -1.7 2.5 -0.594
C 0.8688 1.6180 0.2663 0.2 0.1 0.2 -0.026
C 2.1881 -0.7530 0.7619 -1.5 2.5 -1.4 -0.011
N 1.0810 -0.0411 -1.5084 -0.7 0.3 -0.8 0.067
H -1.1963 -0.5932 -2.2647 -0.2 0.1 -0.2 0.054
H -2.9142 -0.1420 -2.0723 0.1 0.0 0.2 0.077
H -1.6587 1.0990 -2.1621 0.1 0.0 0.1 0.081
H -1.2459 -0.4229 2.1906 -0.3 0.1 -0.4 0.060
H -0.7364 -2.0272 1.7118 -0.2 0.0 0.1 0.084
H 0.3222 -0.9175 2.4697 0.8 0.4 -0.9 0.072
H 1.8733 1.8823 0.5910 0.1 0.2 -0.1 0.072
H 0.1922 1.8503 1.0862 0.0 -0.2 0.1 0.082
H 0.5800 2.2640 -0.5584 0.0 0.0 -0.2 0.075
H 2.2093 -0.4612 1.8059 0.0 -0.2 0.1 0.028
H 2.1106 -1.8245 0.6110 -0.2 0.0 0.0 0.050
H 3.0709 -0.3387 0.2819 0.2 -0.2 -0.1 0.036
H 1.0617 -1.0142 -1.7829 0.3 0.1 0.1 0.090
H 1.8933 0.4513 -1.8490 0.0 -0.1 0.1 0.087